Record 1
The following is a quantum chemistry calculation of C21H69GaO15P3S11 as an isolated structure at a distorted geometry, from the OMol25 dataset.

Geometry as XYZ:
```
120
Properties=species:S:1:pos:R:3:forces:R:3:lowdin_charge:R:1
Ga 1.0582 2.7310 -2.1395 1.717 -0.725 1.311 0.033
S -3.8778 3.9248 3.7796 0.053 -0.243 -0.017 0.798
S -0.4045 -0.3715 2.1467 0.649 0.173 -0.167 0.802
S -2.9488 -5.0130 0.7151 0.218 0.072 0.307 0.838
S -1.2139 4.2089 0.0675 -0.948 -0.251 -0.066 0.104
S -3.2717 -10.2688 3.0510 -0.263 0.262 -0.102 0.818
S 5.7637 0.0026 -0.0826 -0.830 0.224 -0.192 0.827
S 2.3640 4.5660 9.3454 0.497 -0.010 0.258 0.789
S -1.4270 -1.1585 -5.3684 0.376 0.273 0.257 0.809
S 0.5812 1.1528 7.6536 -0.294 -0.157 -0.205 0.820
S 2.6757 5.1769 -10.2415 -0.287 -0.179 0.338 0.801
S 1.6414 -0.5423 -8.5603 -0.302 -0.142 0.354 0.805
P -1.2171 3.1454 -1.5615 -0.001 -0.943 -1.574 0.169
P 3.0886 2.6357 -5.3109 3.017 1.975 1.236 0.419
P 1.0657 2.5782 -4.5006 -0.290 -0.094 -1.018 0.540
O -1.9274 1.5444 -1.3729 0.988 1.677 -1.368 -0.368
O -0.4712 -0.3353 -4.5576 -0.953 -0.841 -0.148 -0.585
O 2.0389 4.2381 -11.2222 0.038 0.285 0.221 -0.586
O 4.3101 0.2903 -0.3126 1.617 -0.494 0.390 -0.549
O 0.7071 0.5197 1.6791 -0.609 -0.522 0.649 -0.552
O 3.2747 3.9843 10.3852 -0.386 0.344 -0.441 -0.558
O 2.9316 2.3331 -7.0518 0.787 -2.584 3.224 -0.357
O 4.0797 1.3098 -4.6961 -0.075 1.922 -3.149 -0.293
O -1.9929 -4.1899 1.5259 -0.722 -0.703 -0.275 -0.565
O -3.9714 3.5263 5.2222 -0.152 0.067 -0.328 -0.590
O -4.0642 -9.2365 2.3061 0.244 -0.522 0.486 -0.564
O -0.0556 0.2140 6.6729 0.227 0.441 0.788 -0.559
O 3.8863 3.9718 -4.9858 -2.811 -4.215 -1.785 -0.460
O -2.0730 3.8934 -2.9089 1.405 -0.300 0.597 -0.399
O 1.5478 -0.9409 -7.1177 0.028 0.091 -0.717 -0.549
C -0.1856 -0.6262 3.9252 -0.036 0.077 -0.198 -0.293
C -2.6905 -9.5056 4.5851 -0.035 0.125 0.055 -0.268
C -4.4499 -11.3983 3.8334 -0.102 0.011 0.045 -0.273
C 0.2536 0.5095 9.3133 -0.074 -0.043 0.079 -0.268
C -2.7363 -6.7398 1.2118 0.042 0.077 -0.015 -0.285
C -3.0726 -0.9518 -4.6437 -0.028 0.016 0.124 -0.265
C -4.5943 -4.8063 1.4398 -0.051 0.028 0.088 -0.266
C 3.3903 5.0587 7.9384 0.046 0.013 -0.023 -0.256
C -5.5087 4.5258 3.2749 -0.136 -0.016 0.020 -0.279
C -0.4925 2.6023 7.7947 -0.170 0.022 -0.005 -0.268
C 0.0105 0.0587 -9.0651 -0.075 0.003 -0.019 -0.252
C 0.0125 -2.0631 1.6583 0.048 0.012 0.108 -0.276
C -3.9186 2.4088 2.7928 -0.033 -0.068 0.014 -0.262
C 1.6007 -2.0583 -9.5471 0.005 -0.154 -0.028 -0.271
C 2.3481 4.5336 -8.5818 0.090 0.191 -0.499 -0.275
C 1.7421 1.0226 -1.1909 -0.487 -1.393 0.616 -0.307
C 1.9408 6.2448 9.8710 0.012 0.103 0.094 -0.266
C 6.2302 0.7770 1.4846 -0.008 0.034 0.196 -0.277
C 1.6020 6.6264 -10.1004 -0.123 0.106 -0.172 -0.286
C 5.8939 -1.7055 0.5016 -0.006 -0.121 0.149 -0.281
C -1.2146 -2.8853 -4.8717 0.118 -0.107 0.105 -0.261
H 5.2247 -1.8626 1.3508 -0.012 0.094 -0.083 0.054
H 1.6220 7.1658 -11.0511 0.052 -0.126 0.094 0.041
H 1.9711 7.2811 -9.3076 0.030 -0.120 -0.041 0.050
H -3.0004 1.8470 2.9835 -0.072 0.212 -0.035 0.042
H -2.8129 -6.8302 2.2982 -0.076 0.092 -0.155 0.043
H -3.4969 -7.3572 0.7284 0.073 0.093 0.117 0.040
H 0.8322 -0.9654 4.1321 -0.056 0.070 -0.082 0.055
H -0.2238 -3.2181 -5.1922 -0.115 0.219 -0.007 0.051
H -1.4238 0.9733 -2.0259 -0.686 0.903 0.993 0.028
H -1.7455 -7.0727 0.8913 -0.115 0.182 -0.029 0.054
H 1.2787 4.3482 -8.4567 0.059 0.028 -0.104 0.063
H 1.0189 -2.3156 2.0013 0.005 0.204 -0.001 0.054
H -0.0233 -2.1271 0.5676 -0.036 0.116 0.170 0.051
H -0.4725 3.1417 6.8440 0.032 -0.183 0.081 0.058
H 0.8009 -0.4279 9.4347 -0.021 0.143 -0.123 0.047
H 2.5017 1.2537 -0.3228 -1.869 -0.355 -1.951 -0.002
H -3.5288 -9.0526 5.1203 0.013 -0.062 -0.123 0.060
H -3.0379 -1.1587 -3.5714 0.079 0.041 -0.069 0.057
H -0.8158 0.3241 9.4384 0.059 0.037 -0.120 0.056
H -4.7798 1.7990 3.0768 0.015 0.135 0.112 0.054
H -4.5596 -5.0132 2.5120 0.096 -0.002 -0.095 0.057
H -4.9637 -11.9589 3.0494 0.140 0.133 0.026 0.049
H 1.5483 -1.8044 -10.6084 0.015 0.055 0.093 0.051
H 2.2381 0.2421 -1.9219 -0.923 1.598 1.376 0.013
H -0.1933 0.9915 -8.5346 0.170 -0.118 0.005 0.057
H -3.3935 0.0799 -4.8039 0.160 -0.096 -0.002 0.055
H 4.9087 1.3594 -5.2919 -1.646 -0.090 1.506 0.073
H 2.5188 -2.6201 -9.3564 -0.104 0.180 0.047 0.048
H -0.1234 3.2570 8.5875 0.050 -0.145 -0.083 0.007
H 1.3735 6.7445 9.0823 0.035 -0.104 0.019 0.054
H -5.5113 4.7136 2.1985 0.107 -0.027 0.089 0.054
H 7.2517 0.4913 1.7458 -0.031 -0.011 -0.070 0.043
H -3.7752 -1.6297 -5.1342 0.094 0.020 -0.027 0.046
H -4.9153 -3.7746 1.2796 0.160 -0.107 -0.038 0.050
H -0.7550 -0.6781 -8.8107 0.141 -0.014 0.071 0.047
H -5.7125 5.4587 3.8053 0.126 -0.120 -0.020 0.043
H 5.6071 -2.3725 -0.3145 0.006 0.203 0.033 0.047
H 0.7394 -2.6681 -9.2632 0.036 0.122 0.056 0.054
H 2.8498 6.8084 10.0954 -0.022 -0.139 -0.043 0.056
H 0.8098 0.4967 -0.6853 1.947 0.916 -0.983 -0.018
H 2.9276 1.3129 -7.0872 -0.128 2.018 0.007 0.035
H 1.9408 3.9547 -1.5759 -0.427 0.027 -0.451 -0.078
H 4.2117 5.6937 8.2785 -0.101 -0.071 0.089 0.057
H 0.0079 0.2465 -10.1415 0.099 0.016 0.083 0.054
H -0.3619 0.3239 4.4345 0.032 -0.230 -0.202 0.021
H -5.1820 -10.8320 4.4139 0.094 0.038 -0.083 0.058
H 0.5086 1.2466 -4.7725 1.107 1.000 -0.022 -0.149
H 0.5995 1.2297 10.0587 0.038 -0.012 -0.107 0.049
H -0.9072 -1.3662 4.2795 0.016 0.076 -0.035 0.052
H 2.8954 3.5962 -8.4604 -0.140 0.503 -0.237 0.016
H 6.1801 1.8623 1.3628 -0.054 -0.199 -0.122 0.051
H -1.9752 -3.5027 -5.3551 0.001 0.106 -0.016 0.047
H -5.2969 -5.4842 0.9493 0.114 0.026 -0.003 0.051
H 6.9260 -1.9137 0.7935 -0.031 0.047 -0.043 0.043
H -1.9631 -8.7298 4.3317 -0.115 -0.154 -0.073 0.050
H 3.7967 4.1571 7.4747 -0.140 0.054 0.132 0.055
H -3.9709 2.6627 1.7316 0.157 0.071 0.090 0.047
H 2.6940 5.2538 -7.8364 0.055 -0.078 -0.040 0.063
H 2.7776 5.5955 7.2101 -0.007 -0.086 0.074 0.058
H -6.2742 3.7890 3.5292 0.110 -0.008 0.029 0.050
H -1.2912 -2.9756 -3.7853 0.002 0.119 -0.076 0.058
H -2.2083 -10.2601 5.2110 -0.033 0.012 -0.112 0.052
H 1.3248 6.1805 10.7718 0.100 -0.112 -0.150 0.049
H -1.4211 4.3463 -3.5380 -0.996 -1.161 1.504 0.042
H -3.9126 -12.0936 4.4828 0.019 0.074 -0.086 0.051
H -0.7153 -2.7581 2.0834 0.174 0.298 -0.112 0.002
H 0.5770 6.3149 -9.8844 0.124 -0.076 0.001 0.054
H -1.5175 2.2907 8.0107 0.103 -0.069 -0.101 0.062
H 5.5401 0.4709 2.2748 -0.024 -0.005 -0.139 0.056
```
Positions in Å, forces in eV/Å.

As for the HOMO energy: -0.15796 hartree. The value obtained for the lowest unoccupied orbital energy is 1.395 eV. As for the spin multiplicity: 1. Its orbital gap is 5.69 eV. The charge is -1. The value obtained for the energy is -253033.6407 eV.


Record 2
The following is a quantum chemistry calculation of a 3-piece molecular cluster, C38H37NO5SSi overall, from the OMol25 dataset.

Geometry as XYZ:
```
83
Properties=species:S:1:pos:R:3:forces:R:3:lowdin_charge:R:1
S 1.6103 -5.9446 -2.1140 0.122 -0.010 -0.077 0.702
Si -2.0890 -2.7612 -0.3810 0.560 -0.281 -0.737 0.587
O 3.5248 -5.1223 2.1537 -0.006 -0.006 -0.024 0.104
O -5.3123 7.8907 -0.9757 -0.007 0.002 -0.006 0.108
O 6.3905 -0.7041 3.1731 0.006 0.006 -0.003 0.108
O -0.9070 4.8361 -0.8022 0.003 -0.013 -0.018 0.104
O -1.6797 -2.8868 1.3082 -0.586 0.034 -0.156 -0.068
N -3.4403 -2.3733 2.9139 -0.185 -0.037 0.079 0.155
C -5.5972 5.2605 -0.0599 -0.042 -0.062 0.022 0.000
C -5.6772 3.9453 0.3656 0.008 0.008 -0.008 -0.053
C -2.6243 -2.6330 2.1425 0.426 0.129 0.186 -0.450
C -4.3785 5.7825 -0.4769 0.024 0.013 -0.021 -0.082
C 1.5424 -1.4480 2.2458 -0.102 0.036 -0.022 -0.050
C 6.4015 -3.0340 2.8013 -0.040 0.005 -0.009 -0.082
C -1.7165 9.5120 -2.3599 -0.003 -0.012 0.008 -0.056
C -0.0416 1.0292 -2.5981 -0.093 0.001 -0.157 -0.106
C 7.6638 -5.5006 2.6200 -0.010 0.008 0.001 -0.057
C -1.9068 5.5194 -0.8667 0.017 -0.009 -0.001 -0.277
C 2.1663 -2.6813 2.1893 -0.089 0.021 -0.030 0.002
C 2.2742 -0.3033 2.5428 0.061 -0.037 -0.011 -0.049
C -0.6362 7.4382 -1.7968 0.041 0.058 -0.033 -0.002
C -1.3645 -1.1613 -0.9798 -0.111 0.433 0.285 -0.389
C 8.4091 -4.3508 2.8577 -0.014 0.004 0.001 -0.057
C -2.9306 9.0057 -1.9284 0.042 0.063 -0.025 -0.002
C -4.5403 3.1440 0.3766 0.005 0.018 -0.003 -0.052
C -0.2415 -4.9517 -0.2837 0.084 -0.054 -0.285 -0.340
C -3.3221 3.6643 -0.0253 -0.040 -0.104 0.042 -0.005
C -0.5686 8.7300 -2.2897 -0.009 -0.008 0.005 -0.057
C -1.8656 0.0110 -0.0945 0.391 -0.292 0.148 -0.093
C 6.2904 -5.4197 2.4665 0.066 -0.044 -0.002 -0.002
C 5.7463 -1.6983 2.9174 0.009 0.016 0.011 -0.277
C -3.2347 4.9836 -0.4505 0.013 0.037 -0.020 -0.081
C 4.2723 -1.6293 2.7008 0.017 -0.024 -0.011 -0.081
C 5.6550 -4.1868 2.5506 -0.019 0.030 0.000 -0.082
C -3.0040 7.7109 -1.4295 -0.006 -0.039 0.010 -0.082
C 3.5325 -2.7784 2.4169 0.046 -0.006 0.007 -0.079
C 4.1782 -4.1211 2.3571 -0.006 -0.013 -0.003 -0.275
C 7.7802 -3.1210 2.9513 0.067 -0.042 0.008 -0.002
C 3.6373 -0.3943 2.7710 -0.063 0.038 -0.018 0.001
C -3.9278 -2.8494 -0.6343 -0.073 -0.054 -0.038 -0.121
C -0.5492 -0.2553 -3.2534 0.170 0.168 0.313 -0.247
C -1.8539 6.9218 -1.3706 -0.032 -0.018 0.011 -0.083
C -4.3220 7.1923 -0.9601 -0.013 0.016 0.009 -0.277
C -1.6635 -0.9656 -2.4799 -0.083 -0.076 -0.047 -0.231
C -1.2169 -4.2063 -1.2083 -0.016 -0.031 0.680 -0.228
C 0.2819 -6.2450 -0.9081 -0.038 0.145 0.071 -0.559
H -3.8310 9.6027 -1.9733 -0.025 -0.032 0.028 0.120
H -2.4282 3.0560 -0.0134 0.040 0.057 0.004 0.103
H -1.8307 -1.9381 -2.9581 -0.062 0.051 -0.111 0.095
H 0.2468 6.8168 -1.7383 -0.025 -0.038 0.012 0.120
H -1.9761 -4.9131 -1.5556 0.022 0.039 -0.178 0.082
H -0.7086 -5.2020 0.6709 -0.045 0.071 0.006 0.104
H -4.6054 2.1140 0.7030 0.000 0.004 0.015 0.105
H 0.6942 -6.8989 -0.1418 0.034 0.001 -0.005 0.064
H 0.4775 -1.3805 2.0600 -0.006 0.002 0.025 0.091
H 4.2240 0.4847 3.0000 0.042 -0.025 -0.004 0.121
H -4.1007 -3.5235 -1.4766 -0.008 0.003 -0.012 0.040
H -0.6626 -3.8171 -2.0658 -0.095 -0.119 -0.145 0.074
H 8.1577 -6.4611 2.5521 0.003 0.001 -0.002 0.107
H 0.9395 -6.2361 -3.2314 -0.084 0.015 -0.031 -0.159
H 0.2941 -0.9461 -3.3451 -0.017 -0.015 -0.149 0.109
H 0.6111 -4.2984 -0.0814 -0.007 -0.045 0.218 0.086
H 1.7811 0.6588 2.5922 -0.003 -0.001 0.003 0.109
H -2.5979 -0.4067 -2.5920 -0.034 -0.027 0.072 0.117
H 5.6974 -6.3040 2.2779 -0.039 0.026 -0.010 0.120
H -0.9025 -0.0059 -4.2556 0.020 -0.203 -0.074 0.106
H 0.3800 9.1303 -2.6229 -0.001 0.002 -0.002 0.107
H -4.3536 -1.8837 -0.9087 -0.004 0.050 0.139 0.044
H -2.7759 -0.2342 0.4606 -0.153 0.126 -0.170 0.063
H 0.3897 0.8393 -1.6150 -0.035 0.055 0.039 0.069
H -4.4820 -3.2499 0.2148 0.020 0.061 0.060 0.041
H -0.2763 -1.2185 -0.8573 0.014 -0.157 -0.047 0.110
H -0.8430 1.7636 -2.4949 0.015 0.021 0.079 0.070
H -1.6618 10.5192 -2.7515 0.004 0.002 0.004 0.108
H 8.3456 -2.2187 3.1391 -0.041 0.026 0.009 0.120
H 9.4832 -4.4161 2.9710 0.000 -0.003 0.004 0.107
H -6.6274 3.5403 0.6881 0.000 -0.003 0.000 0.108
H 0.7331 1.4887 -3.2123 0.031 -0.023 0.005 0.073
H -2.0233 0.9102 -0.6849 -0.108 0.029 0.045 0.050
H -6.4729 5.8947 -0.0773 0.022 0.033 -0.024 0.121
H -1.1135 0.2341 0.6650 -0.043 0.131 0.015 0.076
H -0.5314 -6.7732 -1.4032 0.048 -0.108 0.015 0.071
H 1.6044 -3.5782 1.9666 0.029 -0.025 0.036 0.108
```
Positions in Å, forces in eV/Å.

As for the HOMO energy: -0.33668 hartree. The value obtained for the lowest unoccupied orbital energy is -1.042 eV. As for the SMILES: CCC[C@@H](C)[Si@@](C)(CCCS)OC#N.O=C1c2ccccc2C(=O)c2ccccc21.O=C1c2ccccc2C(=O)c2ccccc21. As for the spin multiplicity: 1. Its orbital gap is 8.12 eV. The charge is 0. The value obtained for the energy is -70449.3036 eV.


Record 3
The following is a quantum chemistry calculation of a 2-piece molecular cluster, C4H7F3OSi overall at a distorted geometry, from the OMol25 dataset.

Geometry as XYZ:
```
16
Properties=species:S:1:pos:R:3:forces:R:3:nbo_charge:R:1
Si -0.9750 -0.4086 0.0020 -0.722 0.115 -0.604 1.194
F -0.8162 2.1762 -1.4162 0.217 -0.661 -0.157 -0.336
F 0.5639 1.7922 0.2353 0.336 -0.106 -0.361 -0.364
F -1.4685 2.3215 0.6026 -0.477 -0.335 0.221 -0.349
O 4.1426 1.4151 -0.6203 0.492 0.724 0.221 -0.486
C -0.8723 -0.6989 1.9144 3.601 2.927 -3.650 -1.021
C 0.2128 -1.2925 -1.2064 -1.817 1.594 -1.469 -1.085
C 3.5397 0.5167 -0.8966 -0.486 -0.694 -0.210 0.491
C -0.7058 1.5629 -0.2209 -0.034 0.067 0.662 0.684
H 0.2282 -2.3229 -0.9307 0.012 -0.892 -0.232 0.238
H 1.1930 -0.8995 -1.2155 1.213 0.340 0.342 0.248
H -1.6355 -0.1840 2.3544 -1.627 1.997 1.372 0.242
H -0.1510 -1.0965 -2.3142 0.357 -0.730 2.279 0.254
H -2.3525 -0.8158 -0.5335 0.613 0.467 0.473 -0.178
H -1.0868 -1.6523 2.0672 -0.411 -4.546 0.786 0.224
H 0.1834 -0.4136 2.1785 -1.268 -0.269 0.326 0.245
```
Positions in Å, forces in eV/Å.

The energy relative to the best compared isomer or geometry (same formula, charge and spin) is 15.22 kcal/mol. As for the HOMO energy: -0.41451 hartree. The value obtained for the lowest unoccupied orbital energy is 0.791 eV. As for the spin multiplicity: 1. Its orbital gap is 12.07 eV. The charge is 0. The value obtained for the energy is -22338.6774 eV.